1.
Computed, not measured: a molecular structure, C21H58AsF6O8, with ωB97M-V/def2-TZVPD.

Each line ends with the Mulliken spin population.
Geometry (Å):
As1 -0.545 0.353 0.490  0.892
F1 0.380 1.691 1.293  -0.012
F2 1.051 -0.525 0.347  0.062
F3 -1.286 -1.074 -0.351  -0.035
F4 -2.122 1.087 0.771  0.030
F5 -0.358 1.135 -1.132  0.021
F6 -0.820 -0.320 2.177  -0.014
O1 -3.637 -1.845 0.542  -0.014
H1 -2.844 -1.697 0.027  0.003
H2 -3.327 -1.929 1.443  0.002
C1 2.048 4.223 3.171  0.020
C2 2.882 2.947 3.371  0.004
C3 3.790 3.007 4.603  0.009
O2 1.944 1.856 3.441  -0.025
H3 1.444 4.106 2.271  -0.003
H4 2.656 5.108 2.984  0.000
H5 1.309 4.453 3.939  0.000
H6 3.504 2.853 2.482  -0.003
H7 4.383 2.118 4.822  0.001
H8 3.119 2.870 5.450  -0.001
H9 4.374 3.927 4.576  -0.002
H10 1.346 1.960 2.697  0.018
C4 -6.296 1.254 -3.056  0.000
C5 -4.747 1.284 -2.772  0.010
C6 -4.065 0.040 -2.458  -0.006
O3 -4.132 1.837 -3.916  0.000
H11 -6.814 1.040 -2.121  -0.001
H12 -6.586 0.429 -3.706  0.000
H13 -6.637 2.220 -3.425  0.000
H14 -4.651 1.827 -1.831  0.004
H15 -4.016 -0.704 -3.252  -0.004
H16 -4.662 -0.395 -1.657  -0.002
H17 -3.072 0.133 -2.018  0.010
H18 -3.204 1.982 -3.719  0.005
C7 2.268 -2.467 2.817  0.007
C8 0.915 -2.865 3.488  -0.033
C9 0.376 -4.204 3.025  -0.003
O4 1.251 -2.950 4.842  -0.001
H19 2.675 -1.597 3.333  -0.003
H20 1.954 -2.242 1.798  0.027
H21 3.075 -3.198 2.861  0.001
H22 0.137 -2.109 3.375  0.004
H23 0.289 -4.126 1.941  0.004
H24 -0.586 -4.451 3.475  0.001
H25 1.034 -5.049 3.227  0.000
H26 1.442 -2.059 5.143  0.001
C10 1.119 -4.110 -0.880  0.001
C11 1.753 -3.803 -2.266  -0.015
C12 2.279 -2.363 -2.349  -0.001
O5 2.801 -4.750 -2.549  -0.004
H27 0.805 -5.151 -0.810  0.001
H28 0.216 -3.546 -0.647  0.013
H29 1.926 -3.962 -0.162  0.003
H30 1.040 -3.893 -3.086  0.002
H31 3.068 -2.167 -1.622  -0.001
H32 1.570 -1.546 -2.218  0.016
H33 2.627 -2.216 -3.371  0.002
H34 3.410 -4.623 -1.817  0.001
C13 2.872 1.965 -1.376  -0.004
C14 4.113 2.092 -2.296  0.009
C15 3.838 1.278 -3.532  -0.004
O6 4.199 3.414 -2.732  -0.003
H35 2.528 0.932 -1.426  -0.003
H36 2.091 2.600 -1.793  -0.001
H37 3.054 2.219 -0.332  0.010
H38 4.905 1.709 -1.653  0.000
H39 4.691 1.221 -4.208  -0.001
H40 2.972 1.685 -4.056  0.002
H41 3.578 0.254 -3.261  0.001
H42 4.987 3.457 -3.278  0.001
C16 -2.025 -1.942 5.131  0.005
C17 -3.124 -1.975 4.038  -0.004
C18 -3.742 -0.663 3.893  0.000
O7 -2.396 -2.354 2.900  -0.016
H43 -2.389 -1.937 6.159  0.000
H44 -1.514 -0.988 5.007  0.011
H45 -1.232 -2.687 5.075  -0.001
H46 -3.793 -2.808 4.256  -0.003
H47 -4.583 -0.759 3.206  0.000
H48 -3.098 0.093 3.445  0.015
H49 -4.076 -0.262 4.850  -0.002
H50 -1.618 -1.795 2.836  -0.016
C19 -0.032 1.219 -4.574  0.009
C20 -0.544 2.580 -4.120  -0.001
C21 -1.218 3.338 -5.238  0.000
O8 -1.513 2.329 -3.098  -0.025
H51 0.674 1.240 -5.404  -0.001
H52 -0.866 0.639 -4.967  0.001
H53 0.510 0.619 -3.843  0.013
H54 0.289 3.137 -3.693  0.001
H55 -0.737 3.233 -6.210  -0.001
H56 -1.329 4.389 -4.974  0.000
H57 -2.227 2.938 -5.342  0.001
H58 -1.097 1.785 -2.425  0.016

The net charge is -2. Its expectation value of S² is 0.75. Its HOMO energy (alpha / beta) is 1.44 / -4.32 eV. For the HOMO-LUMO gap (alpha / beta), the calculation gives 2.846 / 8.589 eV. Its spin multiplicity is 2. Its energy is -116244.340 eV.



2.
Computed, not measured: 12 unconnected molecules or ions with the total composition C21H58N23O12, with ωB97M-V/def2-TZVPD.

Each line ends with the Mulliken charge.
Geometry (Å):
C1 0.021 11.563 2.243  -1.911
C2 0.574 10.175 2.565  1.113
C3 2.107 10.236 2.383  -0.585
N1 2.647 10.280 3.746  -0.758
O1 -0.108 9.267 1.665  -0.496
C4 -0.372 8.024 2.284  -0.839
C5 0.880 7.157 2.193  0.809
C6 1.133 6.520 1.005  -1.000
C7 2.276 5.773 0.899  -0.525
C8 3.115 5.692 1.973  -0.485
C9 2.863 6.318 3.158  -0.565
C10 1.720 7.065 3.267  0.227
H1 0.532 12.284 2.881  0.455
H2 0.305 11.766 1.210  0.387
H3 -1.063 11.594 2.376  0.366
H4 0.390 9.893 3.602  -0.108
H5 2.480 9.335 1.865  0.088
H6 2.379 11.138 1.815  0.364
H7 3.454 10.900 3.775  -0.048
H8 -1.176 7.505 1.753  0.466
H9 -0.719 8.148 3.316  0.186
H10 0.449 6.625 0.173  0.505
H11 2.447 5.287 -0.054  0.522
H12 4.029 5.111 1.882  0.360
H13 3.552 6.266 3.989  0.400
H14 1.464 7.611 4.164  0.152
C11 -3.466 8.673 5.182  0.783
O2 -2.994 7.552 5.122  -0.663
N2 -3.090 9.577 6.132  -0.356
N3 -4.410 9.123 4.294  -0.424
H15 -3.460 10.505 6.194  0.147
H16 -2.389 9.288 6.790  0.150
H17 -4.702 8.488 3.576  0.211
H18 -4.808 10.041 4.326  0.153
C12 0.765 1.863 0.453  0.705
O3 0.734 2.344 -0.672  -0.817
N4 1.159 0.578 0.680  -0.302
N5 0.408 2.564 1.563  -0.317
H19 1.189 0.153 1.587  0.127
H20 1.426 0.032 -0.116  0.168
H21 0.116 3.519 1.436  0.150
H22 0.430 2.183 2.488  0.164
C13 -1.136 -2.451 0.940  0.616
O4 -0.041 -2.031 1.280  -0.676
N6 -1.750 -3.494 1.591  -0.419
N7 -1.835 -1.931 -0.099  -0.269
H23 -2.648 -3.860 1.335  0.169
H24 -1.257 -3.904 2.363  0.236
H25 -1.415 -1.168 -0.598  0.163
H26 -2.730 -2.269 -0.398  0.163
C14 -2.538 -4.534 -2.513  0.637
O5 -2.613 -3.318 -2.559  -0.657
N8 -1.619 -5.190 -1.746  -0.259
N9 -3.368 -5.355 -3.227  -0.415
H27 -1.548 -6.194 -1.696  0.183
H28 -0.987 -4.626 -1.205  0.191
H29 -4.067 -4.927 -3.805  0.201
H30 -3.319 -6.357 -3.183  0.248
C15 -3.147 -1.284 5.649  0.563
O6 -3.611 -1.384 6.770  -0.641
N10 -3.170 -0.116 4.941  -0.325
N11 -2.559 -2.340 5.003  -0.322
H31 -2.792 -0.017 4.018  0.156
H32 -3.591 0.680 5.384  0.203
H33 -2.523 -3.212 5.495  0.164
H34 -2.170 -2.281 4.080  0.203
C16 0.804 9.797 7.187  0.579
O7 0.141 10.805 6.985  -0.669
N12 1.735 9.310 6.336  -0.219
N13 0.633 9.057 8.348  -0.400
H35 2.255 8.477 6.535  0.140
H36 1.929 9.803 5.437  0.120
H37 -0.048 9.385 9.005  0.221
H38 1.150 8.225 8.554  0.139
C17 0.154 4.475 -4.008  0.587
O8 0.800 5.344 -3.459  -0.620
N14 -0.090 3.257 -3.444  -0.290
N15 -0.390 4.653 -5.261  -0.401
H39 -0.622 2.540 -3.896  0.146
H40 0.286 3.078 -2.524  0.335
H41 -0.231 5.537 -5.706  0.230
H42 -0.927 3.955 -5.738  0.142
C18 -1.279 -8.687 -3.746  0.724
O9 -1.754 -8.715 -2.615  -0.698
N16 -1.339 -7.552 -4.502  -0.294
N17 -0.668 -9.748 -4.323  -0.272
H43 -0.964 -7.464 -5.427  0.124
H44 -1.790 -6.773 -4.064  0.028
H45 -0.608 -10.589 -3.781  0.159
H46 -0.267 -9.732 -5.242  0.156
C19 2.913 -9.790 -4.618  0.696
O10 1.940 -9.565 -5.329  -0.636
N18 3.583 -10.975 -4.660  -0.416
N19 3.393 -8.876 -3.734  -0.444
H47 4.378 -11.190 -4.086  0.130
H48 3.252 -11.664 -5.310  0.290
H49 2.917 -7.995 -3.679  0.229
H50 4.184 -9.041 -3.141  0.165
C20 0.534 -10.770 -9.082  0.646
O11 0.995 -11.898 -9.046  -0.649
N20 0.919 -9.793 -8.208  -0.277
N21 -0.408 -10.393 -10.001  -0.385
H51 0.553 -8.861 -8.219  0.152
H52 1.607 -10.035 -7.515  0.107
H53 -0.712 -11.088 -10.657  0.221
H54 -0.800 -9.472 -10.050  0.163
C21 2.461 -13.982 -2.418  0.609
O12 3.547 -13.502 -2.143  -0.633
N22 1.892 -14.983 -1.682  -0.389
N23 1.726 -13.555 -3.489  -0.289
H55 1.001 -15.390 -1.893  0.164
H56 2.407 -15.318 -0.890  0.228
H57 2.124 -12.821 -4.043  0.114
H58 0.832 -13.930 -3.743  0.167

The net charge is -1. Its HOMO energy is -1.81 eV. For the HOMO-LUMO gap, the calculation gives 2.594 eV. Its spin multiplicity is 1. Its energy is -81571.112 eV.



3.
Computed, not measured: 12 unconnected molecules or ions with the total composition C21H59BrO16, with ωB97M-V/def2-TZVPD.

Each line ends with the Mulliken charge.
Geometry (Å):
C1 0.209 3.299 0.008  -0.849
C2 0.435 1.687 0.109  0.022
Br1 -0.718 0.829 1.495  -0.228
C3 0.408 0.953 -1.317  -0.843
C4 -1.037 0.855 -2.011  0.290
O1 -2.178 1.513 -1.392  -0.259
C5 -3.269 1.589 -2.342  0.571
O2 -4.488 1.664 -2.033  -0.606
O3 -2.688 1.619 -3.653  -0.371
C6 -1.227 1.503 -3.495  0.014
C7 -0.435 2.895 -3.590  -0.452
C8 -0.881 3.834 -4.820  -0.309
C9 0.170 5.078 -4.849  -0.598
C10 -0.437 6.436 -4.258  0.337
O4 0.381 7.358 -3.962  -0.553
O5 -1.819 6.680 -3.990  -0.346
H1 0.555 3.853 0.944  0.411
H2 -0.877 3.563 -0.233  0.183
H3 0.848 3.622 -0.905  0.205
H4 1.518 1.577 0.503  0.294
H5 1.220 1.441 -1.961  0.272
H6 0.765 -0.133 -1.126  0.314
H7 -1.146 -0.286 -2.193  0.219
H8 -0.986 0.757 -4.347  0.315
H9 -0.488 3.533 -2.643  -0.034
H10 0.677 2.619 -3.765  0.369
H11 -1.968 4.180 -4.760  0.184
H12 -0.800 3.177 -5.770  0.378
H13 0.641 5.208 -5.898  0.393
H14 1.057 4.800 -4.158  0.267
H15 -1.868 6.710 -2.997  0.331
C11 3.005 -1.294 1.937  -0.563
O6 2.671 -0.425 0.859  -0.432
H16 2.083 -1.634 2.412  0.262
H17 3.553 -2.156 1.557  0.225
H18 3.610 -0.758 2.666  0.257
H19 3.502 -0.140 0.456  0.262
C12 5.603 -2.977 4.028  -0.341
O7 5.276 -2.108 2.952  -0.401
H20 4.681 -3.314 4.503  0.296
H21 6.153 -3.841 3.648  -0.015
H22 6.211 -2.439 4.761  0.250
H23 6.111 -1.825 2.551  0.204
C13 -6.372 1.106 1.022  -0.544
O8 -6.714 1.966 -0.051  -0.510
H24 -7.288 0.766 1.507  0.307
H25 -5.822 0.242 0.641  0.200
H26 -5.760 1.648 1.748  0.262
H27 -5.885 2.252 -0.462  0.319
C14 -3.804 -1.251 3.377  -0.338
O9 -2.478 -0.808 3.622  -0.404
H28 -4.171 -0.781 2.463  0.031
H29 -3.809 -2.338 3.253  0.218
H30 -4.448 -0.967 4.213  0.292
H31 -2.179 -1.238 4.433  0.248
C15 -3.595 -4.794 0.592  -0.621
O10 -2.781 -4.599 1.740  -0.454
H32 -4.018 -5.799 0.626  0.248
H33 -4.405 -4.061 0.586  0.286
H34 -2.989 -4.688 -0.312  0.297
H35 -2.420 -3.704 1.684  0.257
C16 6.876 -6.461 2.121  -0.518
O11 7.357 -5.569 3.116  -0.515
H36 5.897 -6.118 1.783  0.224
H37 7.566 -6.475 1.273  0.267
H38 6.781 -7.465 2.541  0.248
H39 8.222 -5.895 3.397  0.274
C17 -4.847 6.280 -3.275  -0.225
O12 -4.574 5.796 -1.968  -0.495
H40 -4.615 7.345 -3.313  -0.059
H41 -4.227 5.748 -4.000  0.150
H42 -5.905 6.132 -3.508  0.354
H43 -4.788 4.853 -1.962  0.293
C18 -1.236 -7.365 3.828  -0.533
O13 -1.126 -7.378 2.414  -0.452
H44 -0.403 -7.926 4.252  0.221
H45 -1.200 -6.335 4.191  0.238
H46 -2.177 -7.833 4.130  0.268
H47 -1.876 -6.875 2.065  0.241
C19 2.092 -9.109 1.064  -0.460
O14 2.694 -7.827 1.167  -0.492
H48 2.875 -9.858 0.946  0.235
H49 1.523 -9.320 1.973  0.190
H50 1.431 -9.135 0.194  0.223
H51 1.979 -7.185 1.270  0.296
C20 -4.840 10.503 -2.735  -0.312
O15 -5.781 11.011 -3.668  -0.513
H52 -5.377 10.022 -1.917  0.216
H53 -4.197 9.768 -3.227  0.033
H54 -4.235 11.323 -2.339  0.278
H55 -5.280 11.430 -4.380  0.291
C21 9.484 -1.604 2.136  -0.471
O16 8.575 -1.053 1.194  -0.488
H56 8.918 -2.075 2.940  0.166
H57 10.110 -2.354 1.646  0.249
H58 10.109 -0.809 2.551  0.272
H59 9.102 -0.644 0.496  0.286

Its HOMO energy is -9.66 eV. For the HOMO-LUMO gap, the calculation gives 9.933 eV. Its spin multiplicity is 1. As for the structure (SMILES): C[C@@H](Br)C[C@H]1OC(=O)O[C@H]1CCCC(=O)O.CO.CO.CO.CO.CO.CO.CO.CO.CO.CO.CO. Its energy is -125528.292 eV.



4.
Computed, not measured: 6 unconnected molecules or ions with the total composition C21H59N7O6, with ωB97M-V/def2-TZVPD.

Each line ends with the Mulliken charge.
Geometry (Å):
C1 -3.174 -0.512 2.878  -0.617
O1 -2.738 -1.852 2.850  -0.367
C2 -1.401 -2.005 3.223  -0.088
C3 -1.186 -3.469 3.596  0.579
C4 -2.187 -3.911 4.687  -1.618
N1 0.179 -3.675 4.092  -0.536
H1 -2.568 0.106 2.204  0.097
H2 -3.071 -0.087 3.880  0.338
H3 -4.200 -0.449 2.527  0.300
H4 -0.697 -1.823 2.398  -0.250
H5 -1.048 -1.351 4.030  0.481
H6 -1.267 -4.163 2.757  0.173
H7 -2.254 -3.187 5.506  0.312
H8 -1.847 -4.829 5.169  0.444
H9 -3.203 -4.053 4.317  0.336
H10 0.366 -3.088 4.895  0.213
H11 0.408 -4.632 4.305  0.251
C5 5.603 -1.355 -0.647  -0.668
O2 4.569 -2.230 -1.068  -0.456
C6 3.376 -2.077 -0.326  -0.197
C7 3.197 -2.869 0.946  0.412
C8 3.477 -4.357 0.868  -1.632
N2 1.742 -2.713 1.268  -0.465
H12 5.469 -0.331 -1.021  0.259
H13 6.552 -1.699 -1.045  0.298
H14 5.561 -1.225 0.437  0.296
H15 3.072 -1.034 -0.175  0.490
H16 2.619 -2.434 -1.034  -0.212
H17 3.741 -2.458 1.801  0.351
H18 3.104 -4.801 -0.057  0.262
H19 3.132 -4.947 1.717  0.459
H20 4.557 -4.537 0.883  0.420
H21 1.576 -1.909 1.870  0.005
H22 1.414 -3.499 1.821  0.124
C9 0.104 -2.688 -4.404  -0.842
O3 -0.692 -2.023 -3.430  -0.458
C10 -0.472 -2.535 -2.123  -0.025
C11 -0.491 -4.049 -1.874  0.047
C12 -1.796 -4.756 -2.289  -1.485
N3 -0.392 -4.192 -0.413  -0.511
H23 1.171 -2.653 -4.178  0.320
H24 -0.020 -2.181 -5.362  0.246
H25 -0.347 -3.670 -4.539  0.366
H26 0.535 -2.163 -1.855  -0.106
H27 -1.059 -2.000 -1.373  0.470
H28 0.315 -4.577 -2.385  0.436
H29 -2.695 -4.497 -1.735  0.394
H30 -1.599 -5.827 -2.217  0.401
H31 -1.955 -4.590 -3.358  0.315
H32 -1.330 -4.064 -0.059  0.259
H33 0.264 -3.559 0.045  0.313
C13 -1.437 5.794 -0.235  -0.390
O4 -0.810 6.540 0.811  -0.417
C14 -1.280 6.347 2.132  -0.829
C15 -1.040 4.915 2.602  0.560
C16 -1.572 4.710 4.038  -1.726
N4 0.391 4.600 2.615  -0.600
H34 -1.092 4.759 -0.153  0.020
H35 -1.187 6.412 -1.095  0.254
H36 -2.533 5.754 -0.185  0.346
H37 -0.832 7.127 2.752  0.313
H38 -2.345 6.599 2.261  0.421
H39 -1.599 4.244 1.940  0.243
H40 -1.365 3.702 4.396  0.386
H41 -2.656 4.831 4.085  0.419
H42 -1.072 5.434 4.684  0.383
H43 0.734 5.164 1.833  0.250
H44 0.818 4.974 3.455  0.258
C17 -0.406 4.857 -5.843  -0.711
O5 0.174 3.856 -5.045  -0.314
C18 -0.704 3.346 -4.101  -0.721
C19 -0.050 2.256 -3.258  0.442
C20 0.450 1.033 -4.100  -1.317
N5 -0.846 1.705 -2.134  -0.402
H45 -1.360 4.496 -6.248  0.308
H46 0.261 5.182 -6.633  0.256
H47 -0.702 5.717 -5.226  0.277
H48 -1.093 4.120 -3.417  0.278
H49 -1.617 2.949 -4.579  0.369
H50 0.856 2.712 -2.850  0.091
H51 1.504 1.292 -4.254  0.384
H52 -0.030 1.076 -5.075  0.336
H53 0.512 0.080 -3.587  0.245
H54 -1.569 2.408 -1.943  0.155
H55 -1.396 0.916 -2.469  0.288
N6 0.158 2.042 1.220  -0.075
C21 0.510 0.733 1.280  0.644
N7 0.146 -0.009 0.198  0.371
O6 1.057 0.226 2.266  -0.714
H56 0.103 2.443 0.297  -0.057
H57 0.308 2.682 1.998  0.246
H58 -0.403 0.363 -0.564  0.059
H59 0.597 -0.910 0.129  -0.254

Its HOMO energy is -8.51 eV. For the HOMO-LUMO gap, the calculation gives 9.024 eV. Its spin multiplicity is 1. As for the structure (SMILES): COC[C@H](C)N.COC[C@H](C)N.COC[C@H](C)N.COC[C@H](C)N.COC[C@H](C)N.NC(N)=O. Its energy is -45447.383 eV.